# 1
ORCA calculation (ωB97M-V/def2-TZVPD) on C18H41GeIrN4O3 as an isolated structure.

As for the net charge: +3. The value obtained for the LUMO energy (alpha / beta) is -11.8 / -11.4 eV. The spin multiplicity is 2. For the relative energy (zero: lowest compared OMol25 entry of this formula, charge and spin), the calculation gives 61.6 kcal per mole. Its molar mass is 626.4 g mol⁻¹. For the gap between HOMO and LUMO (alpha / beta), the calculation gives 5.67 / 6.07 eV. The calculated total energy comes out at -90759.9132 eV.

Atoms and positions in Å:
1 Ir 0.457 0.056 -0.452
2 C 2.224 1.092 -5.607
3 N 2.435 0.757 -4.193
4 C 3.838 0.465 -3.857
5 C 1.515 0.755 -3.274
6 O 1.796 0.523 -2.047
7 C 0.066 1.057 -3.600
8 O -0.733 0.425 -2.607
9 C -1.561 -0.638 -3.039
10 C -1.477 -1.744 -2.011
11 O -0.677 -1.646 -1.020
12 N -2.251 -2.783 -2.151
13 C -2.233 -3.883 -1.173
14 C -3.135 -2.982 -3.308
15 H 2.541 0.252 -6.225
16 H 2.846 1.948 -5.862
17 H 1.195 1.339 -5.840
18 H 4.135 -0.469 -4.332
19 H 3.961 0.382 -2.785
20 H 4.471 1.263 -4.241
21 H -0.209 0.725 -4.596
22 H -0.097 2.135 -3.527
23 H -1.259 -1.035 -4.010
24 H -2.589 -0.279 -3.118
25 H -1.414 -3.750 -0.476
26 H -2.119 -4.830 -1.697
27 H -3.177 -3.898 -0.630
28 H -3.552 -2.047 -3.672
29 H -3.957 -3.626 -3.008
30 H -2.602 -3.473 -4.123
31 C 3.118 1.328 2.993
32 Ge 2.440 -0.474 2.589
33 C 0.835 -1.214 3.469
34 C 3.868 -1.651 3.294
35 C 2.081 -0.566 0.600
36 H 2.917 1.533 4.045
37 H 2.656 2.092 2.368
38 H 4.195 1.339 2.835
39 H 0.701 -0.723 4.431
40 H 0.985 -2.277 3.645
41 H -0.050 -1.069 2.846
42 H 3.815 -1.553 4.378
43 H 4.834 -1.319 2.923
44 H 3.674 -2.680 2.998
45 H 2.144 -1.632 0.346
46 H 2.862 -0.005 0.075
47 C -0.247 3.509 2.224
48 C -0.272 2.013 2.513
49 N -1.627 1.458 2.334
50 C -2.487 1.478 3.537
51 C -2.237 0.282 4.448
52 C -2.053 1.055 1.175
53 C -3.478 0.623 1.001
54 N -1.229 1.020 0.086
55 H 0.757 3.896 2.395
56 H -0.925 4.049 2.885
57 H -0.524 3.714 1.190
58 H 0.032 1.829 3.542
59 H 0.416 1.490 1.847
60 H -3.532 1.512 3.247
61 H -2.265 2.398 4.079
62 H -2.422 -0.658 3.925
63 H -2.913 0.340 5.299
64 H -1.219 0.283 4.829
65 H -3.730 -0.158 1.719
66 H -3.637 0.226 0.001
67 H -4.167 1.456 1.145
68 H -1.757 0.969 -0.777


# 2
ORCA calculation (ωB97M-V/def2-TZVPD) on C18H41HfO5SSb as an isolated structure.

As for the net charge: +4. The value obtained for the LUMO energy is -13.9 eV. For the relative energy (zero: lowest compared OMol25 entry of this formula, charge and spin), the calculation gives 35.8 kcal per mole. Its molar mass is 669.8 g mol⁻¹. For the gap between HOMO and LUMO, the calculation gives 7.02 eV. The calculated total energy comes out at -48206.1092 eV.

Atoms and positions in Å:
1 Hf 0.401 0.139 0.705
2 C 1.688 -2.574 1.448
3 C 0.298 -2.869 2.013
4 O -0.457 -1.625 1.980
5 C -1.887 -1.858 2.103
6 C -2.629 -0.532 1.876
7 O -1.917 0.299 0.929
8 C -2.460 0.424 -0.409
9 C -2.024 -0.758 -1.279
10 O -0.609 -0.962 -1.015
11 C -0.166 -2.301 -1.355
12 C 1.317 -2.390 -0.990
13 O 1.590 -1.726 0.279
14 H 2.208 -3.510 1.217
15 H 2.301 -2.016 2.169
16 H 0.369 -3.239 3.042
17 H -0.218 -3.628 1.415
18 H -2.117 -2.244 3.102
19 H -2.189 -2.613 1.371
20 H -2.695 0.042 2.806
21 H -3.650 -0.735 1.542
22 H -2.049 1.367 -0.804
23 H -3.553 0.506 -0.387
24 H -2.183 -0.538 -2.344
25 H -2.583 -1.671 -1.035
26 H -0.294 -2.470 -2.432
27 H -0.775 -3.040 -0.815
28 H 1.913 -1.869 -1.750
29 H 1.636 -3.436 -0.962
30 C -1.752 5.008 3.189
31 C -0.557 4.359 2.508
32 S -0.903 2.571 2.397
33 O 0.085 1.982 1.264
34 C -0.051 1.947 3.922
35 C 1.215 1.159 3.624
36 H -1.577 6.081 3.254
37 H -1.907 4.656 4.206
38 H -2.666 4.862 2.620
39 H 0.359 4.519 3.074
40 H -0.445 4.724 1.487
41 H -0.781 1.344 4.465
42 H 0.194 2.807 4.545
43 H 1.024 0.245 3.001
44 H 1.642 0.836 4.579
45 H 1.952 1.804 3.134
46 C 4.923 -0.415 1.790
47 C 4.533 1.009 1.438
48 Sb 2.912 1.290 -0.052
49 C 2.992 3.475 -0.325
50 C 3.153 4.231 0.977
51 C 3.742 0.647 -2.001
52 C 4.567 -0.622 -1.987
53 H 5.873 -0.371 2.326
54 H 5.088 -1.040 0.914
55 H 4.202 -0.892 2.456
56 H 5.363 1.528 0.954
57 H 4.266 1.564 2.341
58 H 2.102 3.787 -0.874
59 H 3.861 3.621 -0.971
60 H 2.229 4.255 1.550
61 H 3.432 5.260 0.750
62 H 3.959 3.818 1.583
63 H 4.373 1.494 -2.279
64 H 2.915 0.596 -2.716
65 H 5.443 -0.527 -1.352
66 H 4.937 -0.798 -2.997
67 H 4.007 -1.508 -1.688